1.
23
Properties=species:S:1:pos:R:3:mulliken_charge:R:1 method="wB97M-V/def2-TZVPD" lumo_energy_ha=0.142 homo_lumo_gap_ev=7.495 charge=-1
C 0.198 0.314 -1.877 -0.44
O -0.829 -0.309 -1.301 -0.83
C 1.541 0.094 -1.108 -1.10
C 1.184 0.171 0.396 1.67
C 1.514 1.558 0.957 -1.50
C 1.599 -0.939 1.449 -1.26
H 0.214 -0.086 -2.947 0.25
H -0.199 1.321 -1.942 0.27
H 2.237 0.796 -1.472 0.42
H 1.908 -0.973 -1.341 0.25
H -0.042 0.296 0.397 -0.55
H 0.804 1.915 1.610 0.35
H 2.502 1.433 1.476 0.30
H 1.707 2.109 0.022 0.39
H 0.673 -1.072 2.049 0.28
H 2.543 -0.552 1.965 0.32
H 1.783 -1.950 1.034 0.32
H -2.028 0.347 -0.790 0.36
H -2.325 1.311 0.387 0.23
O -2.802 0.679 -0.053 -0.77
H -2.512 -1.536 1.363 0.27
H -1.422 -1.291 0.302 0.40
O -1.626 -1.527 1.227 -0.64

2.
177
Properties=species:S:1:pos:R:3:mulliken_charge:R:1 method="wB97M-V/def2-TZVPD" lumo_energy_ha=-0.137 homo_lumo_gap_ev=7.920 charge=+2
K -0.765 -4.303 -14.208 0.57
C -3.618 -2.697 -18.125 -1.26
C -3.005 -1.444 -17.524 1.08
C -4.037 -0.499 -17.060 -1.48
N -3.513 0.315 -15.861 0.87
C -2.050 0.730 -15.855 -0.98
C -4.367 1.579 -15.739 -0.68
C -4.484 1.960 -14.265 -0.81
C -3.878 0.793 -13.496 -0.04
C -3.888 -0.368 -14.519 -0.41
H -4.386 -2.466 -18.863 0.56
H -4.178 -3.317 -17.425 -0.10
H -2.803 -3.294 -18.533 0.13
H -2.390 -0.841 -18.192 0.48
H -2.365 -1.789 -16.712 -0.59
H -4.974 -1.025 -16.879 0.54
H -4.354 0.259 -17.777 0.49
H -1.845 1.380 -15.004 0.45
H -1.823 1.333 -16.734 0.42
H -1.351 -0.106 -15.821 0.01
H -3.979 2.408 -16.332 0.41
H -5.338 1.292 -16.142 0.45
H -4.041 2.882 -13.890 0.31
H -5.539 1.981 -13.993 0.35
H -2.894 0.921 -13.043 -0.21
H -4.490 0.649 -12.605 0.44
H -3.137 -1.111 -14.252 0.43
H -4.860 -0.849 -14.631 0.00
C -0.502 -10.402 -14.207 -1.65
C -0.927 -9.120 -13.460 1.38
C -2.388 -9.192 -13.211 -0.97
N -3.009 -8.286 -12.118 0.54
C -4.530 -8.411 -12.183 -0.95
C -2.736 -6.748 -12.344 1.22
C -2.418 -6.113 -11.021 0.30
C -1.654 -7.205 -10.342 -0.67
C -2.392 -8.514 -10.701 -0.53
H 0.538 -10.436 -14.530 0.33
H -1.023 -10.552 -15.153 0.36
H -0.732 -11.315 -13.658 0.45
H -0.752 -8.289 -14.143 -0.56
H -0.304 -8.937 -12.585 0.25
H -2.805 -10.160 -12.932 0.49
H -2.896 -8.964 -14.148 0.10
H -4.696 -9.428 -11.828 0.48
H -4.938 -8.206 -13.173 -0.02
H -4.889 -7.690 -11.449 0.51
H -3.478 -6.319 -13.019 -0.46
H -1.768 -6.723 -12.844 -0.66
H -3.241 -5.842 -10.360 0.14
H -1.924 -5.142 -11.062 -0.17
H -1.690 -7.054 -9.263 0.56
H -0.632 -7.162 -10.720 0.06
H -3.234 -8.726 -10.041 0.39
H -1.849 -9.455 -10.784 0.45
C 3.367 -4.109 -20.362 -1.50
C 2.380 -5.294 -20.078 0.04
C 2.917 -6.072 -18.763 -0.79
N 2.149 -7.372 -18.352 0.46
C 2.708 -7.780 -16.969 -0.79
C 2.162 -9.113 -16.418 0.52
C 2.493 -10.208 -17.440 -1.29
C 2.042 -9.884 -18.897 -0.64
C 2.425 -8.495 -19.436 -0.66
C 0.644 -7.044 -18.115 -1.25
H 4.251 -4.444 -20.905 0.42
H 3.748 -3.712 -19.421 0.36
H 2.933 -3.260 -20.889 0.37
H 2.314 -5.966 -20.934 0.34
H 1.405 -4.817 -19.971 0.12
H 2.766 -5.350 -17.960 0.28
H 3.962 -6.352 -18.888 0.57
H 3.790 -7.870 -17.063 0.66
H 2.528 -6.998 -16.231 0.09
H 2.444 -9.357 -15.394 0.78
H 1.073 -9.059 -16.410 -0.65
H 3.577 -10.322 -17.397 0.41
H 2.104 -11.185 -17.154 0.42
H 2.529 -10.507 -19.647 0.47
H 0.960 -9.998 -18.963 0.27
H 3.490 -8.565 -19.657 0.44
H 1.886 -8.254 -20.353 0.40
H 0.682 -6.114 -17.548 0.21
H 0.119 -7.914 -17.720 0.65
H 0.309 -6.903 -19.143 0.37
C -7.284 -8.012 -17.725 -1.55
C -7.621 -6.683 -17.096 -0.17
C -7.318 -6.801 -15.651 -0.30
N -7.408 -5.471 -14.848 0.20
C -7.119 -5.727 -13.299 -0.30
C -6.852 -4.417 -12.557 -1.12
C -5.754 -3.566 -13.340 0.46
C -6.262 -3.212 -14.711 0.98
C -6.438 -4.471 -15.575 -1.11
C -8.912 -4.954 -14.957 -0.99
H -7.525 -7.927 -18.784 0.43
H -7.839 -8.835 -17.274 0.42
H -6.225 -8.219 -17.571 0.27
H -8.672 -6.480 -17.303 0.42
H -7.126 -5.930 -17.708 0.27
H -6.296 -7.122 -15.444 -0.23
H -7.915 -7.471 -15.032 0.68
H -6.275 -6.413 -13.357 0.10
H -7.966 -6.287 -12.904 0.41
H -6.368 -4.678 -11.616 0.49
H -7.709 -3.766 -12.388 0.41
H -4.750 -3.974 -13.456 -0.56
H -5.632 -2.640 -12.778 0.47
H -5.529 -2.635 -15.275 -1.25
H -7.107 -2.532 -14.603 0.52
H -5.478 -4.960 -15.746 0.05
H -6.700 -4.241 -16.608 0.66
H -9.000 -4.135 -14.243 0.41
H -9.677 -5.714 -14.797 0.29
H -8.913 -4.657 -16.006 0.44
C 2.592 -1.928 -12.275 -1.38
C 1.704 -0.684 -12.392 1.11
C 2.557 0.613 -12.443 -1.24
N 1.893 1.744 -13.254 0.39
C 0.439 2.000 -12.751 -0.45
C -0.139 3.316 -13.214 -0.53
C 0.770 4.500 -12.765 -1.01
C 2.192 4.359 -13.365 -0.58
C 2.808 3.005 -12.880 -0.64
C 1.874 1.566 -14.780 -0.97
H 3.201 -2.084 -13.166 0.48
H 1.961 -2.816 -12.324 0.02
H 3.125 -1.927 -11.324 0.52
H 1.103 -0.537 -11.495 0.36
H 1.022 -0.641 -13.241 -0.63
H 3.451 0.463 -13.049 0.39
H 2.894 0.964 -11.467 0.38
H 0.536 1.844 -11.677 0.58
H -0.264 1.228 -13.066 0.20
H -1.158 3.524 -12.888 0.39
H 0.007 3.291 -14.294 0.13
H 0.802 4.461 -11.676 0.40
H 0.367 5.461 -13.088 0.45
H 2.700 5.179 -12.858 0.39
H 2.075 4.549 -14.432 0.30
H 3.014 2.929 -11.812 0.47
H 3.718 2.780 -13.436 0.43
H 1.272 0.710 -15.082 0.27
H 2.936 1.408 -14.968 0.38
H 1.535 2.415 -15.374 0.44
C -2.876 -6.463 -18.047 -0.04
F -2.539 -7.669 -18.265 -0.15
F -1.976 -5.707 -18.700 -0.11
F -4.147 -6.246 -18.427 -0.20
S -2.702 -6.218 -16.217 1.24
O -1.320 -6.566 -15.891 -0.70
O -2.938 -4.844 -15.813 0.23
O -3.630 -7.086 -15.454 -0.86
C 0.589 -1.753 -18.121 0.47
F -0.356 -2.562 -18.447 -0.11
F 1.639 -1.854 -18.991 -0.20
F 0.220 -0.423 -18.062 -0.23
S 1.189 -2.515 -16.393 0.27
O 0.170 -2.042 -15.399 -0.39
O 1.148 -3.978 -16.507 -0.43
O 2.530 -1.971 -16.182 -0.69
C 3.721 -5.361 -13.079 0.40
F 4.159 -4.752 -11.991 -0.20
F 3.317 -4.594 -14.114 -0.12
F 4.645 -6.194 -13.591 -0.24
S 2.239 -6.397 -12.510 0.95
O 1.165 -5.442 -12.141 -0.64
O 1.922 -7.277 -13.688 -0.48
O 2.737 -7.191 -11.370 -0.69
C -3.578 -2.066 -10.348 0.43
F -4.199 -3.273 -10.414 -0.12
F -4.438 -1.075 -10.717 -0.19
F -3.108 -1.822 -9.052 -0.23
S -2.027 -2.182 -11.393 1.16
O -2.489 -3.005 -12.509 -0.84
O -1.738 -0.794 -11.823 -0.36
O -0.968 -2.842 -10.634 -0.63

3.
55
Properties=species:S:1:pos:R:3:mulliken_charge:R:1 method="wB97M-V/def2-TZVPD" lumo_energy_ha="-0.249 / -0.334" s2=6.05 spin_multiplicity=5 homo_lumo_gap_ev="5.557 / 6.622" charge=+2
Rh -0.549 0.306 -0.132 -0.83
P -0.851 -1.873 0.609 1.02
C -2.207 -2.420 -0.471 -1.22
C -2.562 -1.483 -1.488 0.83
N -1.935 -0.265 -1.586 0.16
C -2.416 0.729 -2.347 0.95
C -3.619 0.573 -3.010 -0.83
C -4.196 -0.683 -3.052 -0.46
C -3.616 -1.739 -2.372 -0.92
C -1.665 2.044 -2.327 -1.48
P 0.100 1.815 -1.830 1.08
H -4.000 -2.752 -2.429 0.49
H -4.038 1.446 -3.469 0.55
H -5.130 -0.819 -3.571 0.46
H -1.684 2.565 -3.284 0.61
H -2.090 2.743 -1.596 0.42
H -0.166 -3.222 -2.629 0.24
H -2.153 -3.418 -0.828 0.49
H 2.297 -1.579 -2.400 0.30
O 0.018 -3.451 -3.580 -0.62
H 0.703 -4.179 -3.404 0.35
H 0.906 -0.010 -0.461 0.84
O 3.080 -1.124 -2.075 -0.58
H 3.250 -1.395 -1.152 0.31
C 0.890 1.374 -3.411 -1.30
H 0.578 2.103 -4.171 0.43
H 1.977 1.387 -3.282 0.41
H 0.594 0.366 -3.721 0.36
C 0.813 3.377 -1.284 -1.20
H 1.868 3.222 -1.043 0.37
H 0.729 4.139 -2.062 0.42
H 0.300 3.719 -0.383 0.41
C -1.937 -1.549 2.031 -1.17
H -2.342 -2.533 2.281 0.44
H -1.450 -1.061 2.886 0.23
H -2.742 -0.924 1.623 0.43
C 0.506 -2.988 1.103 -0.91
H 1.233 -2.477 1.753 0.25
H 0.075 -3.837 1.643 0.43
H 1.054 -3.367 0.232 0.32
C 2.836 2.348 3.383 -1.53
C 1.964 1.093 3.452 1.70
C 2.786 -0.056 4.044 -1.50
C 0.759 1.369 4.356 -1.50
C 1.517 0.748 2.078 0.23
C 1.007 0.479 0.972 -0.93
H 3.191 2.620 4.380 0.42
H 2.250 3.181 2.970 0.36
H 3.702 2.167 2.732 0.37
H 3.144 0.200 5.045 0.41
H 2.170 -0.963 4.117 0.35
H 3.654 -0.265 3.407 0.39
H 0.153 2.197 3.964 0.39
H 0.111 0.485 4.444 0.32
H 1.131 1.635 5.347 0.44

4.
22
Properties=species:S:1:pos:R:3:mulliken_charge:R:1 method="wB97M-V/def2-TZVPD" lumo_energy_ha=0.031 smiles=Cc1ccc(O)cc1.CO homo_lumo_gap_ev=9.698
C -1.629 -1.498 -1.759 -1.29
C -1.262 -0.190 -1.085 0.54
C 0.038 0.331 -1.068 -0.36
C 0.362 1.412 -0.276 -0.62
C -0.625 2.000 0.510 0.51
O -0.226 2.982 1.408 -0.54
C -1.943 1.616 0.420 -0.55
C -2.242 0.523 -0.396 -0.39
H -0.981 -2.225 -1.265 0.30
H -1.451 -1.498 -2.835 0.31
H -2.666 -1.760 -1.588 0.36
H 0.754 -0.249 -1.644 0.40
H 1.352 1.830 -0.307 0.37
H -0.331 3.864 1.039 0.32
H -2.786 2.126 0.875 0.40
H -3.222 0.076 -0.385 0.26
C 3.064 -1.824 1.399 -0.56
O 2.542 -0.515 1.237 -0.45
H 3.009 -2.125 2.451 0.25
H 4.091 -1.813 1.089 0.23
H 2.557 -2.557 0.766 0.25
H 1.597 -0.504 1.414 0.28